(1)
Below is 5 unconnected molecules or ions with the total composition C18H36Cl2O12, with properties calculated with ωB97M-V/def2-TZVPD.

The value obtained for the LUMO energy is 0.560 eV. As for the frontier orbital gap: 11.227 eV.

Element x y z (Å)
C1 -3.250 5.109 2.403
C2 -2.044 4.341 1.928
O1 -1.167 4.028 2.998
C3 -0.130 3.222 2.758
O2 0.109 2.666 1.721
O3 0.606 3.230 3.862
C4 1.845 2.535 3.894
H1 -4.051 5.087 1.661
H2 -3.007 6.150 2.604
H3 -3.749 4.654 3.262
H4 -1.514 4.943 1.184
H5 -2.326 3.406 1.434
H6 2.407 2.918 4.743
H7 2.475 2.777 3.033
H8 1.661 1.467 3.934
C5 -6.260 -1.196 -2.383
C6 -4.866 -1.288 -2.976
O4 -4.951 -0.715 -4.274
C7 -3.864 -0.652 -5.021
O5 -2.791 -1.126 -4.731
O6 -4.161 0.006 -6.135
C8 -3.140 0.192 -7.093
H9 -6.327 -1.726 -1.431
H10 -7.005 -1.645 -3.040
H11 -6.553 -0.168 -2.173
H12 -4.478 -2.304 -2.972
H13 -4.193 -0.700 -2.349
H14 -2.454 0.969 -6.748
H15 -3.577 0.512 -8.033
H16 -2.556 -0.714 -7.255
C9 -0.156 -0.395 4.637
C10 0.993 -1.376 4.511
O7 2.011 -0.844 3.652
C11 3.246 -1.332 3.727
O8 3.584 -2.247 4.427
O9 3.989 -0.693 2.849
C12 5.180 -1.281 2.342
H17 0.101 0.610 4.973
H18 -0.886 -0.763 5.359
H19 -0.686 -0.242 3.694
H20 0.642 -2.291 4.037
H21 1.419 -1.590 5.490
H22 5.959 -1.181 3.095
H23 5.476 -0.752 1.440
H24 5.050 -2.320 2.041
C13 2.614 -0.787 -0.278
C14 2.749 -2.200 -0.788
O10 2.952 -2.268 -2.190
C15 4.148 -2.541 -2.672
O11 5.082 -2.920 -2.010
O12 4.138 -2.341 -3.969
C16 5.386 -2.583 -4.621
H25 1.845 -0.181 -0.755
H26 3.569 -0.285 -0.459
H27 2.401 -0.850 0.789
H28 1.890 -2.814 -0.531
H29 3.617 -2.624 -0.278
H30 5.365 -2.256 -5.654
H31 5.576 -3.655 -4.586
H32 6.174 -2.056 -4.085
Cl1 -3.724 -0.404 0.673
C17 -2.241 0.559 0.583
C18 -1.248 -0.039 -0.397
Cl2 -0.664 -1.638 0.076
H33 -1.775 0.557 1.565
H34 -2.492 1.563 0.254
H35 -0.358 0.589 -0.328
H36 -1.616 -0.104 -1.417

Atom-resolved charges from Mulliken, all expressed in e: C -1.380; C 0.464; O -0.308; C 0.809; O -0.558; O -0.359; C -0.128; H 0.401; H 0.333; H 0.338; H 0.296; H -0.245; H 0.260; H 0.345; H -0.267; C -1.343; C 0.261; O -0.266; C 0.769; O -0.570; O -0.337; C -0.645; H 0.380; H 0.366; H 0.322; H 0.318; H -0.084; H 0.286; H 0.230; H 0.305; C -0.848; C -0.335; O -0.086; C 0.632; O -0.591; O -0.273; C -0.762; H 0.331; H 0.440; H -0.033; H 0.296; H 0.390; H 0.323; H 0.242; H 0.341; C -0.603; C -0.269; O -0.298; C 0.796; O -0.588; O -0.329; C -0.636; H 0.153; H 0.350; H 0.023; H 0.288; H 0.289; H 0.221; H 0.286; H 0.296; Cl -0.193; C 0.103; C -0.313; Cl -0.205; H 0.013; H 0.069; H 0.138; H 0.356

(2)
Below is a molecular structure, C18H36ClGaNO8, with properties calculated with ωB97M-V/def2-TZVPD.

As for the total charge: -1. The value obtained for the LUMO energy is 1.903 eV. As for the frontier orbital gap: 7.120 eV.

Element x y z (Å)
C1 -1.430 -0.319 0.051
C2 -0.648 -0.333 -1.275
C3 -0.985 0.848 -2.185
C4 -0.644 2.217 -1.587
C5 -1.397 3.403 -2.195
Ga1 -1.274 5.113 -1.139
C6 -1.632 4.850 0.870
C7 -0.539 4.241 1.625
N1 -0.490 3.018 1.992
C8 0.363 6.202 -1.616
C9 1.689 5.440 -1.731
C10 2.269 5.038 -0.383
O1 3.697 4.863 -0.437
C11 -2.952 6.253 -1.768
C12 -3.105 7.395 -0.906
O2 -3.719 7.572 0.092
Cl1 -2.196 8.879 -1.568
H1 -1.974 -1.254 0.198
H2 -2.158 0.494 0.066
H3 -0.784 -0.156 0.912
H4 0.429 -0.354 -1.079
H5 -0.865 -1.261 -1.815
H6 -0.456 0.733 -3.138
H7 -2.056 0.812 -2.424
H8 0.433 2.383 -1.727
H9 -0.804 2.190 -0.506
H10 -1.053 3.581 -3.223
H11 -2.465 3.152 -2.275
H12 -1.815 5.859 1.253
H13 -2.546 4.263 0.993
H14 0.293 4.919 1.860
H15 0.391 2.838 2.470
H16 0.131 6.626 -2.601
H17 0.489 7.064 -0.951
H18 2.457 6.044 -2.232
H19 1.555 4.540 -2.342
H20 1.849 4.090 -0.038
H21 2.018 5.803 0.359
H22 4.108 5.556 0.080
H23 -3.811 5.589 -1.664
H24 -2.728 6.511 -2.798
C13 3.243 -4.052 0.175
O3 2.523 -4.492 1.333
C14 1.533 -3.669 1.697
O4 1.235 -2.643 1.151
O5 0.929 -4.192 2.766
C15 -0.174 -3.406 3.246
H25 4.004 -4.807 0.003
H26 2.578 -3.979 -0.683
H27 3.702 -3.082 0.356
H28 -0.935 -3.307 2.475
H29 0.166 -2.416 3.541
H30 -0.563 -3.950 4.101
C16 -0.863 -10.976 0.117
O6 0.394 -10.310 0.264
C17 0.353 -9.235 1.058
O7 -0.627 -8.829 1.628
O8 1.568 -8.704 1.107
C18 1.668 -7.518 1.913
H31 -0.671 -11.814 -0.546
H32 -1.225 -11.329 1.081
H33 -1.603 -10.307 -0.320
H34 1.395 -7.738 2.943
H35 1.022 -6.735 1.525
H36 2.706 -7.209 1.852

Atom-resolved charges from Mulliken, all expressed in e: C -1.037; C -0.453; C -0.957; C 0.269; C -0.672; Ga -0.549; C -0.733; C -0.273; N -0.653; C -0.699; C -0.342; C -0.313; O -0.565; C -0.644; C 0.251; O -0.537; Cl -0.327; H 0.275; H 0.400; H 0.178; H 0.215; H 0.417; H 0.385; H 0.332; H 0.076; H -0.083; H 0.362; H 0.395; H 0.488; H 0.404; H 0.349; H 0.209; H 0.296; H 0.512; H 0.331; H 0.185; H 0.048; H 0.338; H 0.314; H 0.360; H 0.457; C -0.687; O -0.255; C 0.789; O -0.541; O -0.303; C -0.618; H 0.199; H 0.333; H 0.298; H 0.290; H 0.303; H 0.191; C -0.627; O -0.324; C 0.783; O -0.545; O -0.334; C -0.531; H 0.209; H 0.291; H 0.296; H 0.304; H 0.246; H 0.227

(3)
Below is a molecular structure, C18H36F8Li2N4O34S8, with properties calculated with ωB97M-V/def2-TZVPD.

As for the total charge: -2. Its energy above the lowest of the compared OMol25 structures with the same formula, charge and spin is 388.2 kcal per mole. The value obtained for the LUMO energy is -1.348 eV. As for the frontier orbital gap: 3.133 eV.

Element x y z (Å)
Li1 -4.256 2.805 -0.386
Li2 -6.188 -0.244 0.821
N1 -6.218 -5.153 3.576
S1 -5.223 -3.856 4.065
O1 -5.334 -2.663 3.259
O2 -3.986 -4.243 4.692
F1 -6.078 -3.506 5.381
S2 -5.409 -5.256 2.302
O3 -4.153 -6.055 2.412
O4 -5.640 -4.386 1.156
F2 -6.369 -6.443 1.885
N2 -1.022 6.503 3.928
S3 -1.052 5.647 2.387
O5 -0.188 6.149 1.302
O6 -2.316 4.986 2.053
F3 -0.247 4.382 3.005
S4 -1.344 7.804 3.180
O7 -2.569 7.860 2.384
O8 -0.221 8.597 2.741
F4 -1.888 8.581 4.490
N3 -3.289 -0.322 -0.705
S5 -3.013 -1.170 -2.224
O9 -3.014 -2.652 -2.232
O10 -2.361 -0.364 -3.293
F5 -4.451 -0.897 -2.674
S6 -1.909 -0.732 -0.281
O11 -0.770 0.091 -0.711
O12 -1.683 -2.080 0.197
F6 -2.290 0.030 1.096
N4 -1.878 2.900 8.182
S7 -0.313 2.914 8.877
O13 0.595 3.433 7.833
O14 0.167 1.935 9.829
F7 -0.598 4.248 9.725
S8 -1.938 1.403 7.940
O15 -2.091 0.532 9.109
O16 -1.176 0.950 6.809
F8 -3.457 1.325 7.308
C1 -4.567 6.848 -4.328
O17 -3.194 6.528 -4.563
C2 -2.545 5.557 -3.793
O18 -3.017 5.001 -2.806
O19 -1.307 5.236 -4.370
C3 -0.445 4.275 -3.829
H1 -4.713 7.555 -3.512
H2 -5.099 5.912 -4.155
H3 -5.004 7.126 -5.287
H4 -0.373 3.451 -4.539
H5 -0.824 3.949 -2.861
H6 0.586 4.567 -3.629
C4 1.889 -7.209 0.351
O20 3.064 -7.920 0.041
C5 4.060 -7.823 0.809
O21 4.101 -7.231 1.893
O22 4.969 -8.669 0.289
C6 6.059 -9.118 1.035
H7 1.237 -6.916 -0.473
H8 2.044 -6.299 0.930
H9 1.294 -7.884 0.966
H10 6.518 -8.427 1.743
H11 6.955 -9.346 0.457
H12 5.744 -9.942 1.675
C7 3.336 -2.602 -1.625
O23 2.478 -3.227 -2.572
C8 2.218 -2.610 -3.746
O24 2.651 -1.465 -4.079
O25 1.520 -3.533 -4.583
C9 1.160 -3.234 -5.949
H13 2.798 -1.919 -0.966
H14 4.161 -2.073 -2.101
H15 3.755 -3.407 -1.021
H16 1.178 -2.144 -5.967
H17 0.196 -3.694 -6.164
H18 1.906 -3.638 -6.633
C10 -4.603 -2.679 -8.888
O26 -3.456 -2.573 -9.605
C11 -3.339 -2.889 -10.914
O27 -4.197 -3.315 -11.699
O28 -2.076 -2.759 -11.232
C12 -1.704 -2.669 -12.594
H19 -4.461 -3.022 -7.863
H20 -5.360 -3.310 -9.354
H21 -4.972 -1.658 -8.797
H22 -2.026 -3.478 -13.251
H23 -0.619 -2.716 -12.690
H24 -1.998 -1.713 -13.027
C13 4.297 4.054 1.024
O29 4.989 5.289 1.016
C14 4.768 6.225 1.923
O30 4.023 6.189 2.889
O31 5.619 7.174 1.658
C15 5.756 8.203 2.621
H25 3.272 4.207 0.687
H26 4.319 3.558 1.994
H27 4.904 3.408 0.390
H28 4.825 8.664 2.953
H29 6.181 9.056 2.092
H30 6.428 7.857 3.405
C16 1.722 -2.762 5.781
O32 2.527 -1.772 6.397
C17 3.205 -0.874 5.774
O33 3.336 -0.730 4.561
O34 3.766 -0.110 6.749
C18 4.544 1.063 6.341
H31 2.233 -3.451 5.108
H32 0.973 -2.298 5.139
H33 1.174 -3.250 6.587
H34 4.872 1.657 7.195
H35 4.013 1.846 5.800
H36 5.451 0.851 5.775

Mulliken atomic charge list, values in e, 99 entries: Li 0.953; Li 0.963; N -0.259; S 1.014; O -0.527; O -0.517; F -0.282; S 1.107; O -0.604; O -0.586; F -0.338; N -0.221; S 1.066; O -0.549; O -0.608; F -0.236; S 1.081; O -0.619; O -0.590; F -0.319; N -0.314; S 1.078; O -0.515; O -0.559; F -0.264; S 1.005; O -0.539; O -0.496; F -0.339; N -0.282; S 1.076; O -0.548; O -0.532; F -0.274; S 1.012; O -0.589; O -0.522; F -0.340; C -0.653; O -0.294; C 0.754; O -0.545; O -0.293; C -0.571; H 0.287; H 0.285; H 0.265; H 0.239; H 0.282; H 0.252; C -0.682; O -0.289; C 0.817; O -0.588; O -0.306; C -0.729; H 0.257; H 0.330; H 0.291; H 0.320; H 0.284; H 0.294; C -0.659; O -0.208; C 0.757; O -0.597; O -0.288; C -0.581; H 0.304; H 0.307; H 0.214; H 0.314; H 0.200; H 0.242; C -0.663; O -0.258; C 0.773; O -0.589; O -0.268; C -0.695; H 0.246; H 0.332; H 0.254; H 0.305; H 0.257; H 0.306; C -0.593; O -0.329; C 0.858; O -0.572; O -0.330; C -0.665; H 0.274; H 0.311; H 0.211; H 0.315; H 0.239; H 0.284; C -0.628

(4)
Below is a molecular structure, C18H36GeMnN5Se, with properties calculated with ωB97M-V/def2-TZVPD.

The spin multiplicity is 5. As for the total charge: +2. Its energy above the lowest of the compared OMol25 structures with the same formula, charge and spin is 8.4 kcal per mole. The value obtained for the LUMO energy (alpha / beta) is -7.415 / -6.359 eV. As for the frontier orbital gap (alpha / beta): 7.232 / 8.429 eV.

Element x y z (Å)
Mn1 0.779 0.785 0.540
N1 0.448 1.585 2.559
C1 -0.278 2.872 2.399
C2 0.600 3.798 1.579
N2 1.020 3.126 0.326
C3 0.139 3.489 -0.796
C4 0.410 2.620 -2.028
N3 0.803 1.231 -1.637
C5 2.441 3.391 0.034
C6 3.324 2.517 0.906
N4 2.968 1.088 0.689
H1 1.302 1.748 3.092
H2 -0.108 0.954 3.126
H3 -1.215 2.654 1.886
H4 -0.521 3.322 3.363
H5 0.092 4.742 1.370
H6 1.491 4.051 2.155
H7 -0.888 3.344 -0.454
H8 0.244 4.548 -1.060
H9 -0.489 2.582 -2.643
H10 1.184 3.050 -2.663
H11 0.262 0.545 -2.157
H12 1.762 1.072 -1.935
H13 2.640 3.166 -1.016
H14 2.689 4.449 0.170
H15 4.380 2.698 0.696
H16 3.171 2.735 1.965
H17 3.439 0.757 -0.152
H18 3.360 0.516 1.435
N5 -6.481 -0.468 0.969
C7 -5.353 -0.286 0.871
C8 -3.938 -0.066 0.747
C9 -3.072 -0.610 1.694
C10 -1.706 -0.399 1.573
C11 -1.200 0.350 0.508
C12 -2.069 0.860 -0.452
C13 -3.440 0.662 -0.324
H19 -3.467 -1.197 2.512
H20 -1.055 -0.861 2.307
H21 -1.722 1.420 -1.309
H22 -4.121 1.060 -1.064
C14 -0.822 -5.765 -0.890
Ge1 -0.646 -3.849 -1.112
C15 0.515 -3.384 -2.611
C16 -2.359 -2.961 -1.302
C17 0.168 -3.221 0.611
Se1 1.339 -1.650 0.636
C18 2.871 -2.264 -0.398
H23 -1.296 -6.207 -1.764
H24 -1.433 -6.003 -0.021
H25 0.156 -6.228 -0.765
H26 -0.034 -3.528 -3.540
H27 1.398 -4.018 -2.658
H28 0.829 -2.339 -2.575
H29 -2.816 -3.214 -2.256
H30 -2.240 -1.880 -1.258
H31 -3.042 -3.272 -0.512
H32 0.804 -3.979 1.071
H33 -0.615 -2.989 1.332
H34 2.528 -3.095 -1.008
H35 3.650 -2.583 0.288
H36 3.224 -1.472 -1.054

Atom-resolved charges from Mulliken, all expressed in e: Mn -0.175; N -0.544; C -0.549; C -1.077; N 0.629; C -0.927; C -1.240; N -0.502; C -0.654; C -0.918; N -0.345; H 0.256; H 0.318; H 0.208; H 0.538; H 0.418; H 0.394; H 0.634; H 0.450; H 0.484; H 0.494; H 0.330; H 0.293; H 0.426; H 0.404; H 0.525; H 0.324; H 0.236; H 0.283; N -0.416; C -0.429; C 0.435; C -0.959; C -0.149; C 1.551; C -0.216; C -0.953; H 0.528; H 0.725; H 0.214; H 0.525; C -1.162; Ge 0.588; C -1.250; C -0.773; C -1.131; Se 0.113; C -0.965; H 0.391; H 0.382; H 0.376; H 0.411; H 0.401; H 0.279; H 0.443; H 0.005; H 0.359; H 0.566; H 0.407; H 0.244; H 0.419; H 0.329